# 1
{
  "formula": "C23H45ClI2O4",
  "method": "ωB97M-V/def2-TZVPD",
  "smiles": "CCCCC[C@@H]1[C@@H](CCCCl)C(=O)O[C@@]1(I)CCCI.CCOCC.CCOCC",
  "orbital_gap_ha": 0.3498,
  "energy_ev": -61494.5235,
  "species": ["C", "C", "C", "C", "C", "C", "C", "C", "C", "C", "Cl", "C", "O", "O", "C", "I", "C", "C", "C", "I", "H", "H", "H", "H", "H", "H", "H", "H", "H", "H", "H", "H", "H", "H", "H", "H", "H", "H", "H", "H", "H", "H", "H", "H", "H", "C", "C", "O", "C", "C", "H", "H", "H", "H", "H", "H", "H", "H", "H", "H", "C", "C", "O", "C", "C", "H", "H", "H", "H", "H", "H", "H", "H", "H", "H"],
  "coordinates": [[1.365682, 0.846137, -2.593734], [1.573998, -0.021835, -3.827127], [0.241572, -0.497028, -4.405744], [0.367727, -1.630168, -5.443763], [-0.407873, -2.944921, -5.225767], [-0.532704, -3.619692, -3.851100], [-1.437428, -2.843473, -2.860502], [-2.679453, -3.629822, -2.365743], [-3.173408, -3.403484, -0.929862], [-4.352996, -2.458013, -0.850012], [-3.983803, -0.803833, -1.416096], [-0.475206, -2.330429, -1.803635], [-0.681630, -1.593098, -0.895019], [0.794800, -2.784285, -2.072602], [0.716937, -3.882287, -2.975583], [2.581994, -3.994267, -4.033653], [0.557253, -5.171934, -2.174048], [1.664228, -5.458782, -1.159395], [1.153227, -6.226859, 0.047615], [0.009224, -4.999429, 1.371494], [0.949881, 0.247441, -1.779714], [2.298696, 1.283717, -2.237139], [0.671503, 1.664014, -2.798754], [2.116092, 0.536153, -4.595528], [2.185552, -0.888773, -3.563597], [-0.402867, -0.772095, -3.570704], [-0.248763, 0.361581, -4.872055], [1.423417, -1.858859, -5.585818], [0.026910, -1.248081, -6.408374], [-1.439719, -2.791713, -5.557697], [0.012207, -3.690524, -5.905440], [-0.967349, -4.602371, -4.046367], [-1.792982, -1.949656, -3.371233], [-2.480543, -4.691221, -2.521141], [-3.508733, -3.381572, -3.032266], [-3.534862, -4.352463, -0.522982], [-2.369930, -3.068567, -0.278235], [-5.163970, -2.814532, -1.483287], [-4.724255, -2.378279, 0.167841], [0.457024, -5.997113, -2.881400], [-0.397617, -5.083300, -1.637246], [2.449946, -6.059790, -1.621642], [2.119975, -4.521237, -0.840874], [1.961230, -6.620957, 0.653309], [0.491652, -7.042296, -0.237037], [-0.668481, 3.183620, 2.026717], [0.170300, 2.676014, 0.868569], [0.875819, 3.700616, 0.181744], [1.785767, 4.445196, 0.969709], [2.893362, 3.611831, 1.593520], [-1.325839, 3.990990, 1.699392], [-1.284550, 2.374176, 2.421368], [-0.060160, 3.559682, 2.849626], [-0.463685, 2.217284, 0.109698], [0.863350, 1.899938, 1.213636], [1.253787, 5.004970, 1.748673], [2.213058, 5.177288, 0.283445], [2.516444, 2.940447, 2.366212], [3.631104, 4.268697, 2.057539], [3.393740, 3.011764, 0.831911], [1.903373, 4.690269, 6.356477], [0.927500, 5.435411, 5.461701], [-0.242488, 4.700498, 5.147505], [-1.058353, 4.335714, 6.247356], [-1.613999, 5.518357, 7.022310], [2.126704, 3.707082, 5.939609], [2.834614, 5.253124, 6.433629], [1.516018, 4.555006, 7.367097], [1.391832, 5.640111, 4.495965], [0.668428, 6.403764, 5.905225], [-0.518167, 3.660650, 6.921303], [-1.874272, 3.762830, 5.806208], [-0.837101, 6.058141, 7.565320], [-2.343324, 5.167891, 7.753812], [-2.109418, 6.216631, 6.346379]],
  "forces_ev_per_angstrom": [[0.03, -0.02, 0.07], [-0.04, 0.00, 0.00], [-0.05, 0.04, 0.02], [-0.01, 0.07, 0.04], [0.07, 0.04, -0.02], [0.05, -0.02, 0.24], [-0.13, -0.07, -0.18], [0.11, -0.04, 0.02], [0.01, 0.04, -0.05], [-0.13, -0.13, 0.03], [0.08, 0.06, -0.05], [0.18, -0.19, -0.23], [-0.02, 0.17, 0.20], [-0.08, -0.06, 0.14], [-0.23, 0.03, -0.12], [0.15, -0.07, -0.08], [0.00, 0.00, 0.02], [-0.11, 0.02, 0.03], [0.02, -0.06, -0.09], [-0.09, 0.06, 0.01], [-0.03, 0.08, -0.01], [0.01, 0.01, -0.03], [0.01, 0.02, 0.02], [0.08, -0.05, -0.02], [0.02, 0.03, -0.02], [0.12, 0.12, -0.15], [-0.07, 0.01, 0.07], [0.00, 0.01, 0.07], [0.04, -0.06, -0.06], [-0.04, -0.05, 0.03], [0.01, 0.05, -0.08], [-0.09, 0.02, -0.04], [-0.15, 0.01, 0.21], [0.02, -0.03, 0.12], [0.07, -0.08, -0.15], [0.06, -0.03, -0.02], [-0.02, 0.03, 0.05], [-0.03, 0.01, 0.01], [0.03, 0.09, 0.04], [-0.03, -0.05, 0.03], [0.03, 0.03, -0.04], [0.02, 0.04, -0.06], [0.05, -0.01, 0.05], [0.04, 0.00, 0.02], [0.03, -0.02, 0.01], [0.03, 0.05, 0.02], [-0.01, -0.05, -0.02], [0.02, -0.01, 0.01], [-0.01, 0.02, 0.00], [-0.01, -0.03, -0.01], [-0.02, -0.02, -0.01], [0.00, -0.02, -0.03], [-0.03, -0.02, 0.02], [0.00, 0.01, 0.00], [0.01, 0.00, -0.01], [-0.01, -0.01, 0.00], [0.01, -0.01, 0.00], [-0.01, 0.01, 0.01], [0.01, 0.00, -0.01], [0.01, 0.01, 0.01], [-0.02, -0.03, 0.00], [0.01, 0.01, -0.01], [0.02, 0.01, 0.00], [0.00, -0.02, 0.01], [0.01, 0.02, -0.02], [0.01, 0.01, 0.00], [0.00, 0.00, -0.01], [0.00, 0.01, 0.00], [0.00, 0.00, 0.00], [-0.01, -0.01, 0.00], [0.01, 0.01, -0.01], [0.00, 0.01, 0.00], [0.00, -0.01, 0.00], [0.00, 0.00, 0.00], [-0.01, 0.00, 0.01]]
}



# 2
{
  "formula": "C23H46Br2N2O16P4",
  "method": "ωB97M-V/def2-TZVPD",
  "smiles": "C[C@H](Br)[C@H](Br)c1cnc2ccccc2n1.COP(=O)(OC)OC.COP(=O)(OC)OC.COP(=O)(OC)OC.COP(=O)(OC)OC",
  "orbital_gap_ha": 0.3284,
  "energy_ev": -237588.0702,
  "species": ["C", "C", "Br", "C", "Br", "C", "C", "N", "C", "C", "C", "C", "C", "C", "N", "H", "H", "H", "H", "H", "H", "H", "H", "H", "H", "C", "O", "P", "O", "O", "C", "O", "C", "H", "H", "H", "H", "H", "H", "H", "H", "H", "C", "O", "P", "O", "O", "C", "O", "C", "H", "H", "H", "H", "H", "H", "H", "H", "H", "C", "O", "P", "O", "O", "C", "O", "C", "H", "H", "H", "H", "H", "H", "H", "H", "H", "C", "O", "P", "O", "O", "C", "O", "C", "H", "H", "H", "H", "H", "H", "H", "H", "H"],
  "coordinates": [[1.050445, -0.155090, -1.933979], [2.243549, 0.781355, -1.928991], [2.614879, 1.286854, -0.074922], [2.049880, 2.039769, -2.782547], [3.629144, 3.171541, -2.746333], [0.774709, 2.791490, -2.496441], [0.735514, 3.935048, -1.663412], [-0.353090, 4.588875, -1.381175], [-1.486401, 4.077735, -1.944093], [-2.729129, 4.684013, -1.666847], [-3.895464, 4.198757, -2.195140], [-3.870881, 3.068935, -3.036544], [-2.670611, 2.461926, -3.305695], [-1.460703, 2.949058, -2.774984], [-0.295452, 2.296004, -3.044318], [1.285891, -1.061847, -1.391744], [0.203762, 0.324276, -1.460014], [0.782650, -0.403343, -2.956351], [3.099991, 0.245116, -2.317257], [1.973062, 1.710881, -3.812354], [1.656448, 4.281640, -1.226004], [-2.740468, 5.543763, -1.017920], [-4.851320, 4.643271, -1.970754], [-4.774214, 2.652937, -3.448114], [-2.657713, 1.571311, -3.914401], [1.002718, -5.273147, 2.562907], [2.387257, -4.934253, 2.375495], [2.858635, -4.405191, 0.945156], [1.803724, -4.424199, -0.069455], [4.152604, -5.252021, 0.626945], [3.971992, -6.646786, 0.363313], [3.537108, -3.014997, 1.227738], [2.677213, -1.931985, 1.607982], [0.744077, -6.154677, 1.978766], [0.867263, -5.486238, 3.620138], [0.356937, -4.445925, 2.274824], [3.135405, -6.806923, -0.317520], [3.800557, -7.182403, 1.297707], [4.884466, -7.011566, -0.098859], [2.291863, -2.098434, 2.615753], [1.851114, -1.834624, 0.904303], [3.265767, -1.023431, 1.596588], [9.766325, -0.049470, 0.729583], [8.593004, -0.141885, -0.092197], [7.159551, 0.042605, 0.593598], [7.216888, 0.204972, 2.047953], [6.320786, -1.171649, 0.053145], [6.703574, -2.478154, 0.506652], [6.492619, 1.225454, -0.208925], [7.027602, 2.533971, -0.003025], [9.815489, -0.889996, 1.419925], [10.625667, -0.077090, 0.064074], [9.775530, 0.881835, 1.293178], [6.876088, -2.477414, 1.583295], [7.605835, -2.798859, -0.016770], [5.889093, -3.154631, 0.277414], [8.024335, 2.607525, -0.442179], [7.070551, 2.769502, 1.060812], [6.363669, 3.235148, -0.500506], [-5.517001, -1.849567, -2.896619], [-4.298696, -2.194336, -2.221199], [-4.292282, -2.240439, -0.622608], [-5.564399, -1.829603, -0.022065], [-3.019860, -1.413344, -0.217532], [-3.070601, -0.001883, -0.461306], [-3.787925, -3.690750, -0.267871], [-4.679447, -4.776974, -0.529305], [-5.773417, -0.807302, -2.711126], [-5.345394, -1.996276, -3.960216], [-6.337637, -2.486885, -2.571943], [-4.027161, 0.411590, -0.139766], [-2.916687, 0.199722, -1.522154], [-2.275820, 0.464341, 0.113566], [-4.785327, -4.926777, -1.605165], [-5.655647, -4.591061, -0.080396], [-4.243331, -5.667237, -0.086472], [-5.632226, 2.881632, 4.636826], [-5.953014, 3.479648, 3.370173], [-5.047451, 3.123073, 2.103439], [-3.900116, 2.268691, 2.414990], [-4.717891, 4.522442, 1.457621], [-3.844839, 5.389014, 2.189742], [-6.057197, 2.563660, 1.031033], [-6.619074, 1.265767, 1.271857], [-4.684709, 3.265932, 5.010547], [-6.428786, 3.148879, 5.326537], [-5.575138, 1.798054, 4.552381], [-2.981874, 4.840260, 2.568167], [-4.386330, 5.850781, 3.016214], [-3.504375, 6.161554, 1.506567], [-7.316017, 1.308942, 2.110333], [-5.834871, 0.536098, 1.473571], [-7.155239, 0.973016, 0.374708]],
  "forces_ev_per_angstrom": [[0.04, 0.29, 0.00], [-0.15, 0.10, 0.00], [0.06, 0.00, -0.06], [-0.17, -0.28, 0.00], [0.06, -0.01, -0.14], [0.15, -0.11, 0.01], [0.15, 0.31, 0.36], [-0.08, -0.38, -0.20], [-0.34, 0.33, 0.16], [-0.39, 0.17, -0.01], [0.11, -0.14, -0.06], [0.80, -0.10, 0.15], [-0.55, -0.19, -0.19], [-0.03, -0.27, -0.01], [-0.11, 0.19, -0.17], [0.09, -0.19, 0.06], [-0.25, -0.03, 0.05], [-0.08, -0.08, -0.16], [0.41, 0.09, 0.23], [0.05, -0.12, -0.17], [0.15, 0.15, 0.09], [0.07, 0.14, 0.12], [-0.02, 0.22, 0.16], [-0.22, 0.03, -0.04], [0.22, -0.10, -0.14], [-0.06, -0.02, 0.08], [-0.16, 0.00, -0.13], [0.02, 0.02, 0.04], [-0.15, -0.07, 0.04], [0.15, 0.10, 0.03], [-0.04, -0.14, -0.03], [0.18, -0.05, 0.00], [-0.16, 0.07, 0.15], [-0.02, 0.03, -0.04], [0.10, 0.01, 0.01], [0.00, -0.02, -0.06], [0.00, 0.03, 0.00], [-0.01, 0.02, 0.00], [0.04, 0.06, 0.01], [0.00, -0.04, -0.02], [0.00, -0.01, -0.01], [0.14, -0.04, -0.05], [0.08, -0.02, -0.03], [0.07, 0.06, 0.22], [-0.01, 0.03, -0.05], [0.19, 0.01, 0.07], [-0.17, 0.13, -0.15], [0.11, -0.18, 0.02], [-0.14, -0.21, -0.12], [0.03, 0.16, 0.05], [-0.02, 0.03, 0.04], [-0.06, -0.02, -0.08], [-0.03, -0.03, 0.04], [-0.02, 0.03, 0.00], [0.01, 0.05, 0.01], [-0.07, 0.04, -0.03], [-0.01, -0.02, 0.00], [0.00, -0.03, 0.00], [-0.05, -0.06, -0.03], [0.00, 0.02, -0.09], [-0.24, 0.01, 0.07], [0.20, 0.02, -0.05], [-0.20, 0.04, -0.10], [0.08, -0.19, 0.05], [0.01, 0.31, -0.06], [0.13, 0.03, 0.06], [-0.12, -0.10, -0.02], [-0.03, -0.01, 0.04], [0.09, -0.02, 0.02], [-0.01, 0.04, 0.04], [0.04, 0.02, 0.02], [-0.01, -0.05, -0.01], [0.00, -0.08, 0.07], [0.00, 0.01, 0.00], [0.01, 0.03, -0.01], [0.07, 0.03, 0.01], [-0.04, 0.00, 0.09], [0.16, -0.14, 0.05], [-0.07, -0.04, -0.08], [0.05, -0.07, 0.18], [-0.15, 0.03, -0.17], [0.10, 0.07, 0.10], [0.03, 0.28, -0.13], [-0.02, -0.22, 0.07], [0.03, -0.04, -0.02], [-0.04, 0.06, -0.07], [0.06, 0.00, -0.02], [-0.01, -0.02, -0.02], [-0.01, -0.02, 0.00], [-0.04, -0.02, -0.05], [0.01, 0.03, 0.00], [-0.04, -0.01, -0.02], [0.04, 0.04, -0.03]]
}